{"formula": "C40H45N7O4Zn", "method": "wB97M-V/def2-TZVPD", "multiplicity": 1, "e_tot_ha": -4015.026218, "gap_ha": 0.304, "homo_ev": -8.4, "symbols": ["Zn", "O", "C", "N", "C", "C", "C", "C", "C", "C", "N", "C", "C", "C", "C", "C", "N", "H", "H", "H", "H", "H", "H", "H", "H", "H", "H", "C", "C", "C", "C", "C", "C", "C", "C", "N", "C", "C", "C", "C", "N", "C", "C", "C", "C", "C", "C", "C", "C", "H", "H", "H", "H", "H", "H", "H", "H", "H", "H", "H", "H", "H", "H", "H", "H", "H", "H", "H", "H", "H", "H", "H", "H", "C", "C", "C", "C", "C", "C", "O", "N", "C", "O", "N", "C", "O", "H", "H", "H", "H", "H", "H", "H", "H", "H", "H", "H"], "xyz": [[-0.18221, 0.31079, 1.05973], [0.67668, 4.24620, 1.29935], [0.18868, 3.14160, 1.04449], [0.85016, 1.99426, 0.84958], [2.21988, 2.02534, 1.31394], [2.50761, 0.86571, 2.23272], [3.63531, 0.86936, 3.04912], [3.82904, -0.17440, 3.93179], [2.89876, -1.20459, 3.97039], [1.82167, -1.14307, 3.10964], [1.63493, -0.13777, 2.25780], [-1.31709, 3.02579, 1.00522], [-2.08059, 4.17727, 1.15068], [-3.45180, 4.05873, 1.27699], [-4.01142, 2.78853, 1.27338], [-3.17547, 1.69861, 1.11740], [-1.85965, 1.80984, 0.96712], [2.38593, 2.95393, 1.86673], [2.93581, 2.02276, 0.48405], [4.32805, 1.69960, 2.99883], [4.68002, -0.18194, 4.60105], [3.00107, -2.03027, 4.66119], [1.06651, -1.92052, 3.09396], [-1.56213, 5.12412, 1.19234], [-4.07638, 4.93538, 1.39025], [-5.07517, 2.64557, 1.40867], [-3.57225, 0.68923, 1.11800], [-4.07618, -0.96496, -0.85788], [-3.56011, 0.29810, -1.49681], [-4.45354, 1.25749, -1.96209], [-4.00572, 2.40957, -2.58111], [-2.64558, 2.60268, -2.77137], [-1.72300, 1.67294, -2.31667], [-0.25210, 1.84651, -2.57073], [-2.19178, 0.53277, -1.64623], [-1.22997, -0.37068, -1.12554], [-1.02908, -1.44053, -1.78817], [-1.77024, -1.72887, -3.06514], [-0.01322, -2.47421, -1.40777], [-0.03413, -3.75627, -2.19389], [0.85264, -2.22460, -0.52331], [1.85457, -3.17994, -0.26657], [3.15692, -2.86202, -0.68226], [3.39115, -1.61646, -1.49081], [4.18862, -3.73743, -0.38489], [3.93802, -4.93094, 0.27742], [2.64403, -5.25150, 0.64375], [1.58712, -4.38207, 0.39377], [0.19535, -4.75164, 0.83938], [-5.00910, -0.76941, -0.32820], [-3.35805, -1.39903, -0.16204], [-4.29179, -1.71523, -1.62437], [-5.51709, 1.09317, -1.83178], [-4.71269, 3.14873, -2.93592], [-2.29025, 3.48770, -3.28548], [-0.05840, 2.77372, -3.10793], [0.13981, 1.01398, -3.16147], [0.29953, 1.86615, -1.62983], [-2.51734, -0.96472, -3.25813], [-2.25892, -2.70190, -3.01210], [-1.07408, -1.74625, -3.90610], [-0.00307, -3.55781, -3.26467], [-0.95511, -4.30166, -1.97708], [0.81628, -4.37826, -1.92861], [2.79229, -0.79019, -1.10571], [3.08970, -1.77716, -2.52997], [4.44551, -1.34275, -1.48722], [5.20027, -3.48498, -0.68033], [4.75065, -5.60948, 0.50358], [2.44043, -6.19257, 1.14213], [0.22103, -5.19437, 1.83622], [-0.23051, -5.50170, 0.16738], [-0.47666, -3.89327, 0.86292], [-4.49793, 1.08224, 5.69878], [-3.50868, 0.96982, 4.54186], [-2.45299, -0.16972, 4.66651], [-1.75074, -0.10362, 6.03225], [-0.56320, -1.05544, 6.13295], [-3.17491, -1.49213, 4.52962], [-3.90391, -1.95040, 5.38420], [-2.99708, -2.14996, 3.33988], [-2.10787, -1.82215, 2.31010], [-2.04677, -2.56688, 1.33978], [-1.35579, -0.70700, 2.44277], [-1.44777, 0.10753, 3.54071], [-0.76624, 1.12167, 3.61537], [-5.27736, 1.79909, 5.43678], [-4.00852, 1.43796, 6.60509], [-4.96646, 0.12343, 5.91230], [-2.94803, 1.90046, 4.44044], [-4.06021, 0.82123, 3.60880], [-2.48260, -0.35404, 6.79925], [-1.41250, 0.92228, 6.18340], [-0.86775, -2.08511, 5.92515], [-0.13412, -1.02505, 7.13474], [0.21166, -0.76891, 5.42556], [-3.50995, -3.00999, 3.21500]], "forces_ev_per_a": [[-0.4, -0.3, 0.0], [-0.1, -0.1, -0.1], [0.3, 0.1, -0.1], [0.0, 0.1, 0.1], [-0.2, 0.1, -0.1], [0.1, 0.0, -0.1], [0.0, -0.1, 0.0], [0.0, 0.0, 0.0], [0.0, -0.1, 0.0], [0.0, -0.2, 0.0], [0.0, 0.0, -0.2], [-0.2, 0.2, 0.1], [0.1, 0.0, 0.0], [0.0, -0.1, 0.0], [0.0, 0.1, 0.1], [0.0, 0.0, 0.0], [0.1, 0.3, 0.1], [0.1, 0.0, 0.0], [0.1, -0.1, 0.0], [0.0, 0.0, 0.0], [0.0, 0.0, 0.0], [0.0, 0.0, 0.0], [0.0, 0.0, 0.0], [0.0, 0.0, 0.0], [0.0, 0.0, 0.0], [0.0, 0.0, 0.0], [0.0, 0.0, 0.0], [0.1, 0.1, 0.0], [0.0, 0.0, 0.1], [0.0, 0.0, -0.1], [0.0, 0.0, -0.1], [0.0, 0.0, 0.0], [0.0, -0.2, 0.1], [0.0, 0.0, 0.1], [-0.3, 0.7, -0.2], [0.6, -0.6, 0.4], [-0.4, 0.2, -0.3], [-0.1, 0.0, -0.1], [0.2, -0.2, -0.1], [-0.1, -0.1, -0.1], [-0.2, 0.6, 0.2], [0.6, -0.2, 0.3], [-0.1, 0.1, 0.0], [0.0, 0.0, 0.1], [0.0, -0.1, 0.0], [0.0, 0.0, 0.0], [0.1, 0.0, 0.0], [-0.1, 0.1, 0.2], [0.0, 0.1, -0.1], [0.0, 0.0, 0.0], [0.0, 0.0, 0.0], [0.0, 0.0, 0.0], [0.0, 0.0, 0.0], [0.0, 0.0, 0.0], [0.0, 0.0, 0.0], [0.0, 0.0, 0.0], [0.0, 0.0, 0.0], [0.1, 0.0, 0.0], [0.1, -0.2, -0.1], [0.0, 0.0, -0.1], [0.0, -0.1, 0.0], [0.0, -0.1, 0.0], [0.0, -0.1, -0.1], [-0.1, 0.0, -0.1], [0.1, 0.1, 0.0], [0.0, 0.0, 0.0], [0.0, 0.0, 0.0], [0.0, 0.0, 0.0], [0.0, 0.0, 0.0], [0.0, 0.0, 0.0], [0.0, 0.0, 0.0], [0.0, 0.0, 0.0], [0.1, -0.2, 0.0], [0.1, 0.0, -0.1], [-0.1, -0.1, 0.1], [0.0, 0.2, 0.1], [0.1, -0.1, -0.1], [-0.2, 0.0, 0.0], [0.0, 0.1, 0.0], [0.1, 0.0, 0.0], [0.0, 0.0, -0.2], [0.1, -0.1, 0.0], [-0.2, 0.1, 0.0], [0.1, 0.3, 0.0], [-0.1, 0.0, 0.1], [0.0, -0.3, -0.1], [0.0, 0.0, 0.0], [0.0, 0.0, 0.0], [0.0, 0.0, 0.0], [0.0, 0.0, -0.1], [0.0, 0.0, 0.0], [0.0, 0.1, 0.0], [0.0, 0.0, 0.0], [0.0, 0.0, 0.0], [0.0, 0.0, 0.0], [0.1, 0.0, -0.1], [0.0, 0.0, 0.0]]}